This record from OMol25 describes a structure of composition C47H49MoN6O2Sb. The level of theory is ωB97M-V/def2-TZVPD.

Calculated values
Multiplicity: 3
Molar mass in g mol⁻¹: 947.65
Total charge: +2
⟨S²⟩: 2.04
Relative energy (zero: lowest compared OMol25 entry of this formula, charge and spin) in kcal per mole: 0.0
Orbital gap (alpha / beta) in Ha: 0.265 / 0.247

Cartesian coordinates (Å):
Mo (0.919, 1.204, 0.687)
C (3.747, 3.359, 0.791)
C (3.084, 3.128, 2.111)
C (3.353, 4.011, 3.149)
C (2.885, 3.754, 4.421)
C (2.216, 2.561, 4.628)
C (1.916, 1.731, 3.556)
N (2.277, 2.051, 2.289)
Sb (1.340, -0.233, 4.290)
C (-0.740, -0.702, 4.055)
C (-1.457, -0.623, 5.240)
C (-2.788, -1.028, 5.239)
C (-3.325, -1.495, 4.059)
C (-2.530, -1.548, 2.910)
C (-3.124, -2.009, 1.613)
N (-1.254, -1.162, 2.911)
C (2.017, -1.297, 2.573)
C (2.910, -2.303, 2.902)
C (3.306, -3.217, 1.937)
C (2.734, -3.106, 0.697)
C (1.849, -2.064, 0.409)
C (1.229, -2.114, -0.951)
N (1.524, -1.118, 1.318)
H (4.370, 4.248, 0.848)
H (4.392, 2.528, 0.521)
H (3.031, 3.491, -0.013)
H (3.969, 4.876, 2.948)
H (3.085, 4.435, 5.237)
H (1.921, 2.269, 5.628)
H (-0.990, -0.263, 6.149)
H (-3.383, -0.981, 6.142)
H (-4.355, -1.822, 4.009)
H (-4.034, -1.451, 1.386)
H (-2.412, -1.870, 0.804)
H (-3.406, -3.062, 1.669)
H (3.279, -2.380, 3.916)
H (4.011, -4.007, 2.163)
H (2.951, -3.824, -0.083)
H (1.971, -2.403, -1.695)
H (0.469, -2.899, -0.952)
H (0.766, -1.189, -1.251)
C (-2.446, 1.568, 2.403)
N (-1.137, 2.159, 2.075)
C (-0.754, 3.006, 3.216)
C (-1.323, 3.034, 0.910)
C (0.020, 3.363, 0.309)
C (0.584, 4.656, 0.609)
C (1.429, 5.289, -0.236)
C (1.790, 4.667, -1.471)
C (1.286, 3.459, -1.807)
C (0.368, 2.759, -0.937)
H (-3.185, 2.367, 2.537)
H (-2.385, 0.999, 3.325)
H (-2.772, 0.917, 1.592)
H (-1.530, 3.763, 3.390)
H (0.190, 3.510, 3.033)
H (-0.667, 2.395, 4.112)
H (-1.872, 3.945, 1.185)
H (-1.950, 2.509, 0.192)
H (0.225, 5.171, 1.493)
H (1.784, 6.285, -0.012)
H (2.434, 5.189, -2.166)
H (1.458, 3.057, -2.797)
C (-1.514, -5.222, -5.500)
C (-1.704, -4.824, -4.062)
C (-1.902, -5.802, -3.095)
C (-2.056, -5.465, -1.759)
C (-2.060, -4.134, -1.388)
C (-1.884, -3.143, -2.348)
N (-1.864, -1.787, -1.909)
C (-2.642, -0.782, -2.401)
C (-3.775, -1.076, -3.180)
C (-4.521, -0.076, -3.751)
C (-4.176, 1.275, -3.595)
C (-3.081, 1.590, -2.841)
C (-2.307, 0.585, -2.215)
C (-1.164, 0.997, -1.447)
O (-0.682, 2.186, -1.742)
O (-0.615, 0.327, -0.533)
C (-1.658, -3.472, -3.690)
C (-1.331, -2.434, -4.730)
H (-1.681, -6.289, -5.630)
H (-0.502, -5.000, -5.846)
H (-2.202, -4.688, -6.157)
H (-1.929, -6.842, -3.394)
H (-2.195, -6.237, -1.014)
H (-2.212, -3.851, -0.353)
H (-1.317, -1.577, -1.093)
H (-4.053, -2.113, -3.311)
H (-5.398, -0.339, -4.328)
H (-4.769, 2.051, -4.057)
H (-2.801, 2.624, -2.697)
H (-1.012, -1.495, -4.281)
H (-2.185, -2.217, -5.376)
H (-0.527, -2.789, -5.375)
C (4.779, -0.113, -2.133)
C (4.860, -0.127, -0.748)
C (3.773, 0.288, -0.009)
N (2.626, 0.717, -0.566)
C (2.552, 0.700, -1.907)
C (3.596, 0.302, -2.719)
H (5.618, -0.428, -2.739)
H (5.754, -0.456, -0.236)
H (3.805, 0.279, 1.073)
H (1.610, 0.996, -2.342)
H (3.469, 0.317, -3.792)